Record 1
DFT (the ωB97M-V functional and the def2-TZVPD basis) results for a structure of composition C11H18CrN5OS at a distorted geometry.

CARTESIAN COORDINATES (ANGSTROEM)
Cr  0.003  0.317  0.190
C  -2.173  -0.654  -1.509
C  -1.806  0.696  -2.088
N  -0.370  0.989  -1.814
C  0.562  0.307  -2.758
C  1.264  -0.865  -2.119
C  2.140  -1.683  -2.795
C  2.758  -2.715  -2.098
C  2.493  -2.907  -0.746
C  1.609  -2.058  -0.122
C  1.273  -2.141  1.346
N  0.237  -1.144  1.745
C  -1.110  -1.744  1.959
C  -1.801  -1.944  0.626
N  -1.813  -0.634  -0.070
N  1.006  -1.062  -0.808
H  -3.234  -0.853  -1.654
H  -1.613  -1.460  -1.986
H  -2.022  0.730  -3.157
H  -2.397  1.474  -1.603
H  -0.244  1.990  -1.934
H  0.026  -0.021  -3.651
H  1.317  1.018  -3.095
H  2.343  -1.516  -3.845
H  3.453  -3.370  -2.609
H  2.974  -3.700  -0.188
H  0.945  -3.152  1.597
H  2.184  -1.960  1.917
H  0.528  -0.746  2.633
H  -1.043  -2.686  2.505
H  -1.687  -1.046  2.568
H  -1.263  -2.656  -0.001
H  -2.811  -2.327  0.776
H  -2.478  -0.024  0.414
O  -2.041  2.899  2.067
S  -0.611  2.972  1.885
N  -0.018  1.818  1.093

Values from the calculation:
* LUMO energy (alpha / beta): -8.16 / -7.75 eV
* spin multiplicity: 2
* gap between HOMO and LUMO (alpha / beta): 8.03 / 8.65 eV
* charge: +2
* strongest force on any atom: 0.0267 hartree/bohr
* HOMO energy (alpha / beta): -16.2 / -16.4 eV
* calculated total energy: -60438.95892 eV

=====

Record 2
DFT (the ωB97M-V functional and the def2-TZVPD basis) results for a cluster of 2 separate species, C11H18F5N4O2S in total at a distorted geometry.

CARTESIAN COORDINATES (ANGSTROEM)
C  -0.432  -2.986  1.403
C  -1.182  -3.365  0.150
F  -0.321  -3.493  -0.922
C  -2.301  -2.403  -0.291
N  -2.693  -1.408  0.720
C  -2.075  -0.225  0.732
N  -2.359  0.800  1.573
C  -1.514  1.752  1.287
N  -0.700  1.413  0.281
N  -1.070  0.167  -0.063
C  -3.771  -1.742  1.620
F  -3.597  -1.230  2.830
F  -3.762  -3.088  1.753
C  -5.153  -1.385  1.004
F  -5.046  -0.321  0.181
F  -6.073  -1.191  1.946
H  0.171  -3.839  1.693
H  -1.096  -2.777  2.236
H  0.200  -2.116  1.237
H  -1.630  -4.345  0.306
H  -3.195  -2.920  -0.613
H  -1.952  -1.862  -1.169
H  -1.456  2.697  1.793
H  0.059  1.944  -0.141
H  -0.597  -0.312  -0.815
H  -5.462  -2.234  0.390
C  4.220  2.723  -2.432
C  5.096  2.135  -1.318
C  4.319  2.270  -0.002
S  2.583  2.240  -0.446
O  1.966  3.509  -0.136
O  1.987  1.002  0.018
C  2.828  2.138  -2.215
H  4.603  2.477  -3.421
H  4.186  3.811  -2.345
H  5.290  1.081  -1.524
H  6.058  2.637  -1.254
H  4.521  1.451  0.684
H  4.517  3.222  0.488
H  2.038  2.687  -2.725
H  2.795  1.084  -2.494

Values from the calculation:
* LUMO energy: -2.63 eV
* spin multiplicity: 1
* gap between HOMO and LUMO: 10.83 eV
* charge: +1
* strongest force on any atom: 0.0364 hartree/bohr
* HOMO energy: -13.5 eV
* calculated total energy: -46170.39085 eV

=====

Record 3
DFT (the ωB97M-V functional and the def2-TZVPD basis) results for a structure of composition C11H18F9FeI2O2P2 at a distorted geometry.

CARTESIAN COORDINATES (ANGSTROEM)
I  0.050  1.209  -3.716
I  -2.088  -1.609  -1.867
Fe  -0.483  -0.212  -0.790
P  1.485  -1.583  -0.803
C  1.321  -3.144  0.078
C  1.636  -1.878  -2.566
H  2.550  -2.479  -2.723
H  3.895  -1.667  -0.566
H  1.703  -0.892  -3.077
H  3.324  0.010  -0.693
H  0.363  -3.615  -0.200
H  0.717  -2.397  -2.885
C  3.099  -0.970  -0.253
H  2.166  -3.795  -0.225
H  3.125  -0.868  0.840
H  1.348  -2.955  1.174
P  -1.585  1.653  0.217
C  -2.827  1.260  1.455
C  -0.659  3.020  0.960
H  -1.604  2.578  -1.981
H  -2.967  3.202  -0.923
H  -3.020  1.517  -1.653
C  -2.389  2.318  -1.240
H  0.167  3.339  0.311
H  -1.330  3.884  1.103
H  -3.440  2.167  1.609
H  -2.328  0.954  2.399
H  -0.241  2.725  1.931
H  -3.454  0.434  1.078
C  -1.248  -1.315  0.883
O  -1.668  -1.912  1.785
F  1.826  2.574  3.486
C  1.027  1.601  4.020
F  1.348  1.505  5.325
F  -0.268  2.025  3.924
C  1.191  0.162  3.153
O  0.954  0.316  1.898
C  2.781  -0.311  3.456
F  3.088  -0.432  4.760
F  3.003  -1.512  2.847
F  3.657  0.595  2.927
C  0.286  -0.897  3.921
F  0.523  -1.065  5.233
F  -1.035  -0.550  3.844
F  0.421  -2.137  3.368

Values from the calculation:
* LUMO energy (alpha / beta): -10.43 / -10.61 eV
* energy relative to the best compared isomer or geometry (same formula, charge and spin): 0.000 eV
* spin multiplicity: 6
* gap between HOMO and LUMO (alpha / beta): 5.27 / 5.77 eV
* charge: +2
* strongest force on any atom: 0.0957 hartree/bohr
* HOMO energy (alpha / beta): -15.7 / -16.4 eV
* calculated total energy: -109398.83220 eV

=====

Record 4
DFT (the ωB97M-V functional and the def2-TZVPD basis) results for the molecule C11H18N2OS at a distorted geometry.

CARTESIAN COORDINATES (ANGSTROEM)
C  -0.280  -2.751  2.392
C  -0.585  -2.522  0.909
N  0.563  -2.500  0.049
C  1.221  -1.155  -0.050
C  0.298  -0.054  -0.458
C  -0.251  0.904  0.404
C  -0.006  0.813  1.911
S  1.647  1.259  2.574
C  1.992  2.835  1.702
C  -1.260  1.770  -0.103
N  -1.614  1.820  -1.431
C  -1.005  0.999  -2.282
C  -1.391  1.141  -3.725
C  -0.073  0.065  -1.824
O  0.448  -0.813  -2.697
H  -1.202  -2.785  3.006
H  0.287  -3.730  2.530
H  0.426  -1.984  2.855
H  -1.214  -3.345  0.536
H  -1.129  -1.573  0.781
H  0.255  -2.733  -0.882
H  1.746  -0.839  0.851
H  1.948  -1.282  -0.890
H  -0.310  -0.134  2.375
H  -0.638  1.593  2.388
H  1.601  2.673  0.647
H  1.410  3.724  2.140
H  3.068  3.004  1.583
H  -1.738  2.476  0.572
H  -2.414  1.532  -3.811
H  -1.315  0.231  -4.325
H  -0.719  1.903  -4.131
H  0.234  -0.545  -3.595

Values from the calculation:
* LUMO energy: 0.56 eV
* SMILES: CCNCc1c(CSC)cnc(C)c1O
* energy relative to the best compared isomer or geometry (same formula, charge and spin): 1.079 eV
* spin multiplicity: 1
* gap between HOMO and LUMO: 9.11 eV
* charge: 0
* strongest force on any atom: 0.0421 hartree/bohr
* HOMO energy: -8.5 eV
* calculated total energy: -27561.30896 eV

=====

Record 5
DFT (the ωB97M-V functional and the def2-TZVPD basis) results for a cluster of 2 separate species, C11H18N5O3 in total at a distorted geometry.

CARTESIAN COORDINATES (ANGSTROEM)
C  -0.866  1.337  -1.949
C  -1.388  -0.214  -2.052
C  -2.614  -0.576  -0.984
N  -2.356  -0.031  0.403
C  -2.760  -1.007  1.496
N  -1.833  -2.198  1.650
C  -0.487  -1.810  2.227
C  -0.144  -1.764  3.861
C  1.377  -1.260  4.282
C  2.391  -0.880  3.053
N  2.125  -0.955  1.576
C  0.735  -1.399  1.216
C  -2.940  -0.109  2.874
O  -2.148  0.958  3.125
O  -3.930  -0.459  3.917
H  0.325  1.320  -2.011
H  -1.224  2.025  -2.839
H  -1.125  1.883  -0.947
H  -0.524  -0.971  -1.819
H  -1.755  -0.469  -3.159
H  -2.745  -1.742  -1.008
H  -3.619  -0.123  -1.441
H  -3.054  0.766  0.506
H  -3.844  -1.418  1.237
H  -1.639  -2.597  0.682
H  -0.978  -2.064  4.642
H  1.690  -1.168  5.405
H  3.474  -0.495  3.376
H  0.487  -1.467  0.050
C  3.346  1.788  -3.169
O  2.587  1.035  -2.581
N  3.380  1.892  -4.511
N  4.222  2.588  -2.534
H  4.004  2.511  -5.000
H  2.742  1.314  -5.039
H  4.239  2.550  -1.524
H  4.850  3.210  -3.014

Values from the calculation:
* LUMO energy: 2.20 eV
* spin multiplicity: 1
* gap between HOMO and LUMO: 6.16 eV
* charge: -1
* strongest force on any atom: 0.1481 hartree/bohr
* HOMO energy: -4.0 eV
* calculated total energy: -25283.81928 eV

=====

Record 6
DFT (the ωB97M-V functional and the def2-TZVPD basis) results for a structure of composition C11H18NOSSe2W.

CARTESIAN COORDINATES (ANGSTROEM)
W  -1.275  -0.633  0.449
C  -1.505  -2.279  3.769
Se  -0.687  -2.650  2.039
C  -1.948  -4.018  1.434
C  -3.354  -3.485  1.309
Se  -3.321  -1.842  0.217
C  -2.636  1.669  -0.516
H  -1.519  -3.226  4.306
H  -2.511  -1.886  3.658
H  -0.842  -1.594  4.295
H  -1.881  -4.833  2.159
H  -1.559  -4.373  0.480
H  -3.837  -3.262  2.258
H  -3.995  -4.168  0.749
H  -2.363  2.566  -1.075
H  -1.751  1.048  -0.790
H  -3.515  1.221  -0.978
S  -0.232  0.849  1.834
C  -1.945  1.015  1.868
N  -2.495  0.866  3.197
C  -3.737  1.100  3.524
C  -4.700  1.503  2.559
C  -4.247  1.910  1.364
C  -2.790  1.957  0.990
H  -1.844  0.626  3.939
H  -3.991  0.979  4.573
H  -5.741  1.560  2.842
H  -4.941  2.308  0.629
H  -2.476  2.992  1.191
C  1.787  -1.936  -0.609
C  0.483  -1.312  -0.421
O  -0.139  -0.591  -1.221
H  1.893  -2.294  -1.636
H  2.000  -2.706  0.128
H  2.515  -1.119  -0.475

Values from the calculation:
* LUMO energy (alpha / beta): -12.95 / -12.95 eV
* spin multiplicity: 1
* gap between HOMO and LUMO (alpha / beta): 6.59 / 6.59 eV
* charge: +3
* strongest force on any atom: 0.0193 hartree/bohr
* HOMO energy (alpha / beta): -19.5 / -19.5 eV
* calculated total energy: -158559.17699 eV